No. 1
A structure of composition C31H30N5Ru, computed with ωB97M-V/def2-TZVPD.

Results
**Energy above the lowest of the compared OMol25 structures with the same formula, charge and spin**: 0.677 eV
**Charge**: +3
**Strongest force on any atom**: 0.041 Eh/bohr
**Kohn-Sham gap (alpha / beta)**: 5.65 / 5.66 eV
**LUMO (alpha / beta)**: -11.84 / -11.84 eV

Last column: Löwdin charge in e.
Atoms and positions in Å:
Ru1 0.42178 -0.21398 -0.08702  1.208
C1 2.13646 -2.37345 1.24567  -0.155
C2 1.15747 -2.63446 2.38561  -0.086
C3 -0.27200 -2.75078 1.93765  -0.248
C4 -1.04094 -3.82316 2.38124  0.025
C5 -2.38388 -3.88822 2.06102  0.003
C6 -2.94708 -2.82446 1.37129  -0.014
C7 -2.12105 -1.80166 0.94995  -0.135
N1 -0.80132 -1.78820 1.17073  0.036
N2 2.24808 -0.96847 0.79347  -0.266
C8 2.65256 -0.05237 1.88826  -0.086
C9 1.48765 0.52880 2.65487  -0.259
C10 1.59796 0.91390 3.98737  0.023
C11 0.50074 1.47442 4.62493  0.008
C12 -0.67896 1.64191 3.91052  -0.004
C13 -0.71030 1.23974 2.58611  -0.110
N3 0.34806 0.71226 1.97836  0.005
C14 3.28856 -0.92627 -0.25629  -0.113
C15 3.14239 0.32099 -1.08117  -0.255
C16 4.21970 1.10909 -1.45544  0.031
C17 4.01050 2.17114 -2.32464  0.018
C18 2.73432 2.36180 -2.83173  -0.001
C19 1.70578 1.53974 -2.40485  -0.099
N4 1.88617 0.57128 -1.50292  -0.002
H1 3.12870 -2.72582 1.55664  0.145
H2 1.82701 -2.98060 0.38432  0.136
H3 1.44866 -3.56934 2.86736  0.138
H4 1.22007 -1.85483 3.15051  0.122
H5 -0.58201 -4.59789 2.97347  0.132
H6 -2.98195 -4.73098 2.37068  0.133
H7 -4.00157 -2.79215 1.15598  0.123
H8 -2.55228 -0.94122 0.45607  0.097
H9 3.34459 -0.55883 2.57206  0.154
H10 3.19801 0.78934 1.43938  0.146
H11 2.52443 0.77201 4.52160  0.136
H12 0.55842 1.76800 5.66318  0.135
H13 -1.55568 2.07351 4.36580  0.128
H14 -1.60713 1.34315 1.98715  0.117
H15 4.29443 -1.01149 0.17296  0.153
H16 3.15516 -1.78210 -0.93264  0.149
H17 5.21051 0.88456 -1.09007  0.137
H18 4.82934 2.81033 -2.61966  0.137
H19 2.52460 3.13567 -3.55042  0.127
H20 0.71878 1.65766 -2.82714  0.105
C20 -1.66891 4.68929 -2.17929  0.045
C21 -0.91524 4.29741 -1.07019  -0.006
C22 -0.73408 2.96584 -0.78101  0.012
C23 -1.32210 1.96233 -1.59337  -0.274
C24 -2.03815 2.38099 -2.75062  0.034
C25 -2.21858 3.71818 -3.01406  0.001
N5 -1.09058 0.66075 -1.30092  0.047
C26 -1.84714 -0.36595 -1.78420  -0.307
C27 -1.21872 -1.62077 -2.00971  -0.029
C28 -1.94650 -2.68777 -2.48297  -0.013
C29 -3.31072 -2.54065 -2.75046  0.025
C30 -3.94049 -1.31556 -2.53637  -0.006
C31 -3.23838 -0.24484 -2.02900  0.007
H21 -1.79928 5.73687 -2.40334  0.141
H22 -0.47759 5.05402 -0.43720  0.132
H23 -0.14546 2.65787 0.08277  0.105
H24 -2.39491 1.63375 -3.44563  0.132
H25 -2.77137 4.02586 -3.88980  0.137
H26 -0.12595 -1.70861 -1.87582  0.107
H27 -1.46409 -3.63342 -2.67381  0.132
H28 -3.88619 -3.37584 -3.11892  0.137
H29 -4.98907 -1.20115 -2.76552  0.135
H30 -3.74124 0.68282 -1.79076  0.134

Forces on atoms 1 to 2 (eV/Å):
Ru 0.0596 -0.4798 1.3454
C 0.0822 -0.6426 0.2776

***

No. 2
A cluster of 2 separate species, C10H16 in total, computed with ωB97M-V/def2-TZVPD.

Results
**Energy above the lowest of the compared OMol25 structures with the same formula, charge and spin**: 2.097 eV
**SMILES string**: Cc1ccccc1.CCC
**Strongest force on any atom**: 0.090 Eh/bohr
**Kohn-Sham gap**: 9.87 eV
**LUMO**: 1.00 eV

Last column: Löwdin charge in e.
Atoms and positions in Å:
C1 2.32955 1.62418 -0.20520  -0.052
C2 0.20314 1.16858 1.16616  -0.082
C3 0.86570 1.37486 -0.06555  -0.260
C4 -1.14743 1.24044 1.23581  -0.121
C5 0.03639 1.49255 -1.19822  -0.041
C6 -1.97049 1.47076 0.10870  -0.083
C7 -1.40607 1.51614 -1.19333  -0.044
H1 0.70827 0.73275 2.02216  0.111
H2 -1.47242 0.92712 2.18953  0.090
H3 2.75062 0.73758 -0.34704  0.017
H4 2.81454 1.97476 0.67979  0.070
H5 0.59071 1.66744 -2.07283  0.082
H6 -2.98009 1.55322 0.51388  0.097
H7 -1.94348 1.79406 -2.07618  0.086
H8 2.69751 2.32427 -1.06674  0.127
C8 0.06571 -2.66142 0.65976  -0.287
C9 -1.02961 -2.55589 -0.40592  -0.094
C10 1.33324 -2.95175 -0.03833  -0.143
H9 0.27120 -1.73439 1.24782  0.093
H10 -0.26342 -3.30963 1.44881  0.092
H11 -1.75050 -3.30861 -0.30259  0.050
H12 1.29847 -3.03869 -1.13634  0.074
H13 2.14349 -2.29543 0.13675  0.047
H14 1.70259 -3.95404 0.22490  0.076
H15 -1.55407 -1.66226 -0.42651  0.032
H16 -0.69422 -2.71895 -1.41876  0.065

Forces on atoms 1 to 2 (eV/Å):
C -0.4909 3.4966 -0.9858
C 1.5845 -0.7182 -1.0318

***

No. 3
The molecule C4H8BrP, computed with ωB97M-V/def2-TZVPD.

Results
**Energy above the lowest of the compared OMol25 structures with the same formula, charge and spin**: 0.000 eV
**SMILES string**: C=CCPCBr
**Strongest force on any atom**: 0.134 Eh/bohr
**Kohn-Sham gap**: 10.19 eV
**LUMO**: 0.80 eV

Last column: Löwdin charge in e.
Atoms and positions in Å:
C1 -1.34981 -0.32998 0.17673  -0.281
C2 -1.97295 -0.80896 -0.87147  -0.012
C3 -0.61854 0.91124 0.35334  -0.474
C4 1.97029 -0.15453 0.57039  -0.920
P1 1.08578 1.20665 -0.27604  0.814
Br1 3.84079 -0.28879 -0.03826  0.492
H1 1.63274 -1.23090 0.50524  0.032
H2 -1.53881 -1.10936 0.97367  0.118
H3 -2.56159 -1.58607 -1.03220  0.001
H4 -1.99571 -0.13764 -1.78791  0.087
H5 -1.21278 1.66001 -0.12547  0.059
H6 -0.54283 1.33138 1.38979  0.090
H7 2.20811 0.06749 1.67835  0.032
H8 1.05533 0.46947 -1.51618  -0.038

Forces on atoms 1 to 2 (eV/Å):
C -1.0391 -3.8798 2.1567
C 1.9268 5.8843 -2.9697

***

No. 4
A structure of composition C43H57F3N10NaO5PSSb, computed with ωB97M-V/def2-TZVPD.

Results
**Energy above the lowest of the compared OMol25 structures with the same formula, charge and spin**: 0.277 eV
**Charge**: -1
**Strongest force on any atom**: 0.038 Eh/bohr
**Kohn-Sham gap**: 6.87 eV
**LUMO**: 1.81 eV

Last column: Löwdin charge in e.
Atoms and positions in Å:
Na1 -0.31261 2.11944 0.26609  0.203
O1 -3.72065 2.04474 4.03784  0.029
C1 -2.60628 1.96974 3.52294  -0.467
N1 -2.25017 2.31363 2.28042  0.145
C2 -2.78034 3.32231 1.58767  -0.474
O2 -3.12588 4.43362 1.98449  0.035
C3 -2.85384 3.05007 0.07843  -0.193
C4 -3.19050 4.09396 -0.77454  0.001
C5 -3.28340 3.85005 -2.13090  -0.057
C6 -3.04105 2.56623 -2.60292  -0.060
C7 -2.71127 1.58462 -1.68645  -0.132
N2 -2.61640 1.80692 -0.36754  0.090
C8 -1.50172 1.32450 4.35617  -0.195
C9 -1.77100 0.99897 5.68268  -0.012
C10 -0.76300 0.44590 6.44794  -0.077
C11 0.48596 0.23844 5.87068  -0.079
C12 0.65490 0.58602 4.54120  -0.153
N3 -0.31559 1.10937 3.79193  0.129
H1 -3.34991 5.07038 -0.33976  0.122
H2 -3.52590 4.65172 -2.81824  0.107
H3 -3.09926 2.32991 -3.65824  0.100
H4 -2.50236 0.56890 -2.00789  0.072
H5 -2.76746 1.18175 6.06086  0.114
H6 -0.94224 0.17440 7.48176  0.098
H7 1.30763 -0.18602 6.43571  0.091
H8 1.61199 0.44017 4.04358  0.085
C13 4.60977 2.48114 -2.19144  -0.039
N4 3.30768 1.84656 -2.10272  -0.125
C14 2.39845 1.79121 -3.12179  -0.065
C15 1.25058 1.30519 -2.57173  -0.157
N5 1.42280 1.07333 -1.23341  0.077
C16 2.66874 1.41684 -0.97402  -0.477
P1 3.50951 1.39713 0.64332  1.173
C17 2.74520 -0.03814 1.47598  -0.462
N6 1.55836 -0.58518 1.31317  0.106
C18 1.52766 -1.67745 2.13812  -0.165
C19 2.70538 -1.79174 2.81807  -0.081
N7 3.48328 -0.74769 2.39775  -0.141
C20 4.85140 -0.49474 2.82379  -0.050
C21 2.62702 2.74538 1.48597  -0.470
N8 1.32401 2.79992 1.63680  0.055
C22 1.05126 3.99411 2.25170  -0.105
C23 2.21869 4.66983 2.46432  -0.048
N9 3.21794 3.86919 1.97631  -0.125
C24 4.61802 4.23441 1.86869  -0.034
H9 5.01869 2.31673 -3.18587  0.087
H10 4.51301 3.55176 -2.00748  0.085
H11 5.28272 2.04689 -1.45733  0.059
H12 2.63916 2.12177 -4.11944  0.124
H13 0.29682 1.14135 -3.04687  0.084
H14 0.65728 -2.31630 2.19105  0.090
H15 3.04784 -2.49778 3.55759  0.115
H16 5.15219 -1.29062 3.49969  0.084
H17 5.52651 -0.47955 1.97119  0.075
H18 4.92949 0.45710 3.34633  0.082
H19 0.03868 4.28199 2.50087  0.119
H20 2.42144 5.64047 2.88535  0.120
H21 4.80292 5.09736 2.50248  0.087
H22 5.25485 3.41408 2.19387  0.071
H23 4.86703 4.49363 0.83926  0.088
C25 -2.54100 -1.87042 -4.29302  -0.145
C26 -1.04891 -2.20466 -4.24269  -0.705
C27 -0.83117 -3.48525 -5.05213  -0.124
C28 -0.28198 -1.06469 -4.92088  -0.147
Sb1 -0.42615 -2.14776 -2.09873  1.608
C29 1.55625 -3.16220 -2.15340  -0.701
C30 1.80356 -4.17255 -3.26649  -0.125
C31 1.79984 -3.85156 -0.81620  -0.137
C32 2.55713 -2.01069 -2.28790  -0.152
C33 -1.79490 -3.61253 -1.17757  -0.709
C34 -3.15029 -2.90001 -1.08187  -0.140
C35 -1.32548 -3.84456 0.26318  -0.137
C36 -1.93884 -4.94439 -1.90643  -0.116
H24 -2.80272 -1.54642 -5.31099  0.084
H25 -2.82325 -1.06375 -3.60928  0.053
H26 -3.15808 -2.73996 -4.06269  0.063
H27 -1.41883 -3.41713 -5.98063  0.082
H28 -1.14723 -4.38767 -4.52978  0.055
H29 0.20722 -3.61324 -5.34592  0.053
H30 -0.46897 -1.09154 -6.00407  0.083
H31 0.80033 -1.12838 -4.76813  0.060
H32 -0.61230 -0.08842 -4.55688  0.056
H33 1.03357 -4.94458 -3.32494  0.065
H34 2.76513 -4.67298 -3.07924  0.081
H35 1.87893 -3.68883 -4.24003  0.060
H36 1.23115 -4.77929 -0.73137  0.066
H37 1.55777 -3.21490 0.03358  0.044
H38 2.86641 -4.11324 -0.74216  0.085
H39 2.41485 -1.43656 -3.20832  0.057
H40 3.58026 -2.41738 -2.30002  0.084
H41 2.47178 -1.31366 -1.45174  0.044
H42 -3.04797 -1.91982 -0.60615  0.047
H43 -3.82662 -3.49348 -0.45087  0.087
H44 -3.63180 -2.76813 -2.04922  0.049
H45 -1.21458 -2.89581 0.79684  0.039
H46 -0.38982 -4.39447 0.32523  0.045
H47 -2.08985 -4.43001 0.79382  0.090
H48 -2.44974 -4.82894 -2.86475  0.058
H49 -2.54367 -5.63196 -1.29667  0.082
H50 -0.97466 -5.42819 -2.08765  0.064
F1 0.71648 4.37095 -3.69425  0.113
C37 0.61366 5.35787 -2.79062  -0.659
F2 1.56372 6.26161 -3.06491  0.116
F3 -0.57762 5.94531 -2.97043  0.117
S1 0.78788 4.75501 -1.07018  0.502
O3 2.19642 4.40774 -1.01338  -0.293
O4 0.38511 5.89817 -0.29282  -0.276
O5 -0.12806 3.61585 -1.03586  -0.340
N10 -1.87258 -0.67197 1.48049  0.127
C38 -2.66136 -1.30539 2.42924  -0.328
C39 -2.10599 -1.84133 3.59693  -0.053
C40 -2.89385 -2.54322 4.49816  -0.102
C41 -4.25004 -2.73305 4.26415  -0.123
C42 -4.80901 -2.19210 3.10995  -0.101
C43 -4.03105 -1.49090 2.20433  -0.040
H51 -2.35862 0.01810 0.91507  0.051
H52 -1.02506 -0.24761 1.84320  0.051
H53 -1.05600 -1.67134 3.81229  0.091
H54 -2.44056 -2.93494 5.40209  0.095
H55 -4.86291 -3.27423 4.97337  0.085
H56 -5.86977 -2.30872 2.91757  0.095
H57 -4.48021 -1.05373 1.31837  0.110

Forces on atoms 1 to 2 (eV/Å):
Na -0.2365 -1.6594 1.0521
O 0.0205 0.1145 0.0296